The following is a quantum chemistry calculation of a molecular structure, C33H45N5OTl in a non-equilibrium geometry, from the Open Molecules 2025 dataset.

As for the HOMO energy: -0.0908 Ha. As for the strongest force on any atom: 3.0 eV/Å. For the LUMO energy, the calculation gives 2.30 eV. The value obtained for the molar mass is 732.14 g mol⁻¹. The value obtained for the energy above the lowest of the compared OMol25 structures with the same formula, charge and spin is 0.0 kcal/mol. As for the total energy: -1805.9183 Ha. For the gap between HOMO and LUMO, the calculation gives 4.8 eV. As for the total charge: -1.

Last column: Mulliken charge in e.
Geometry (Å):
Tl 0.10209 -0.10431 -0.79851  1.41
N 2.42195 2.62869 1.55935  -0.45
N -1.11979 2.23257 0.73424  1.16
C -1.17545 -2.31762 1.26967  0.56
C -0.87957 -1.52480 2.41500  0.75
C 0.53618 -1.44011 2.53765  0.88
C 1.29814 -0.57776 3.46735  -1.81
H 0.63340 -0.08749 4.18615  0.41
H 1.83947 0.20945 2.91061  0.17
H 2.04642 -1.14727 4.03962  0.39
C 1.12132 -2.24293 1.52122  0.79
C 2.56550 -2.50963 1.36047  -0.78
H 2.92587 -3.26940 2.08015  0.38
H 3.13573 -1.60055 1.55070  -0.36
H 2.81805 -2.87476 0.35526  0.31
C 0.07099 -2.72998 0.69327  -0.64
C 0.27567 -3.47007 -0.57215  -1.37
H 1.11784 -3.04225 -1.14374  0.21
H -0.61748 -3.45295 -1.20954  0.28
H 0.52946 -4.52575 -0.38767  0.29
C -1.85952 -0.88694 3.32638  -1.58
H -2.02426 -1.48296 4.24032  0.33
H -2.83480 -0.75880 2.84290  0.25
H -1.50192 0.10076 3.64778  0.34
C -2.52222 -2.65895 0.75398  -0.92
H -2.51983 -2.76591 -0.34276  0.10
H -3.25524 -1.88466 1.01527  -0.01
H -2.89000 -3.61505 1.16772  0.32
C 3.57571 3.08011 1.09286  -0.40
H 4.44279 3.03388 1.76844  0.38
C 3.74971 3.58064 -0.21380  -0.43
H 4.74446 3.88550 -0.52672  0.50
C 2.63111 3.68758 -1.04255  -0.61
H 2.73032 4.05424 -2.06629  0.37
C 1.38748 3.34052 -0.53477  -0.37
H 0.46126 3.46273 -1.09661  0.38
C 1.30355 2.77299 0.78228  1.11
C 0.12971 2.23155 1.34181  -1.74
H 0.18765 1.76918 2.32973  0.15
C -1.71150 1.08267 0.22409  -1.86
C -2.02625 3.31626 0.65331  -0.86
H -1.73658 4.29899 0.97906  0.53
C -3.15652 2.84574 0.12386  -0.61
H -4.09704 3.31663 -0.08511  0.68
N -2.95360 1.48895 -0.18273  0.89
C -3.98117 0.57255 -0.57495  -0.16
C -5.05644 0.33849 0.31208  1.39
C -6.01974 -0.60215 -0.05765  -0.92
H -6.87503 -0.76812 0.59979  0.30
C -5.91648 -1.33066 -1.24211  0.74
C -6.97637 -2.29093 -1.68529  -1.55
H -6.51871 -3.16242 -2.17100  0.37
H -7.64251 -1.81951 -2.42249  0.29
H -7.58129 -2.61966 -0.83464  0.37
C -4.79834 -1.14052 -2.04889  -0.73
H -4.68607 -1.73393 -2.95990  0.37
C -3.82298 -0.19589 -1.74627  1.22
C -2.68611 -0.07602 -2.71916  -1.90
H -2.17547 0.89180 -2.74055  0.30
H -3.10028 -0.26183 -3.72751  0.59
H -1.93378 -0.87013 -2.56142  0.08
C -5.20112 1.05143 1.62204  -1.79
H -5.52657 2.09373 1.49565  0.38
H -4.29340 1.03893 2.24130  0.28
H -5.98446 0.53979 2.19949  0.41
C 4.94669 0.01131 1.14158  -1.08
N 5.05307 0.20030 -0.29909  0.37
C 6.20754 0.92615 -0.80871  -1.20
C 3.86959 0.17120 -0.98601  -0.54
O 2.78241 0.08731 -0.35948  -0.33
N 3.87432 0.27223 -2.35252  0.28
C 4.96795 -0.19990 -3.19928  -1.20
C 2.55733 0.29352 -2.95518  -0.75
H 5.80054 0.47574 1.64723  0.51
H 4.94154 -1.06806 1.35821  0.25
H 4.00925 0.45505 1.51396  0.23
H 6.86522 0.26349 -1.38885  0.34
H 5.89470 1.77061 -1.44136  0.37
H 6.76926 1.32551 0.04078  0.38
H 4.54168 -0.54437 -4.15222  0.47
H 5.68395 0.60606 -3.42027  0.31
H 5.48604 -1.04074 -2.71639  0.33
H 1.99754 -0.63357 -2.73218  0.21
H 1.97589 1.15760 -2.59559  -0.01
H 2.65152 0.36691 -4.04073  0.47



The following is a quantum chemistry calculation of 5 unconnected molecules or ions with the total composition C5H20N10O5 in a non-equilibrium geometry, from the Open Molecules 2025 dataset.

As for the HOMO energy: -0.3151 Ha. As for the strongest force on any atom: 7.7 eV/Å. For the LUMO energy, the calculation gives -0.27 eV. The value obtained for the molar mass is 300.28 g mol⁻¹. The value obtained for the energy above the lowest of the compared OMol25 structures with the same formula, charge and spin is 79.3 kcal/mol. The structure (SMILES) is NC(N)=O.NC(N)=O.NC(N)=O.NC(N)=O.NC(N)=O. As for the total energy: -1126.3749 Ha. For the gap between HOMO and LUMO, the calculation gives 8.3 eV.

Last column: natural (NBO) charge in e.
Geometry (Å):
N 3.95383 -1.74339 0.13040  -0.82
C 2.67144 -1.57963 0.09400  0.75
N 2.28690 -2.07628 -1.00052  -0.80
O 2.00883 -1.04141 0.97788  -0.69
H 4.52200 -2.13872 -0.60513  0.39
H 4.32953 -1.34821 0.98056  0.42
H 3.03378 -2.49989 -1.53233  0.38
H 1.32639 -2.29515 -1.22330  0.40
N -0.80472 -0.12929 -0.08804  -0.85
C -1.06408 0.92671 -0.73431  0.77
N -2.34068 1.00047 -0.94678  -0.82
O -0.15792 1.65998 -0.96852  -0.73
H 0.17537 -0.36646 -0.03083  0.42
H -1.51026 -0.84993 -0.03340  0.41
H -2.66287 0.06166 -1.13363  0.41
H -2.61817 1.84086 -1.43344  0.40
N 0.33330 2.20434 3.00739  -0.84
C -0.07464 1.18947 3.76715  0.75
N -0.40460 0.09587 3.18709  -0.82
O -0.11912 1.33224 5.01048  -0.72
H 0.62404 1.94594 2.07529  0.39
H 0.55043 3.06929 3.48153  0.41
H -0.60708 0.02498 2.20014  0.41
H -0.58371 -0.64992 3.84423  0.41
N 1.58527 3.69489 -0.25905  -0.85
C 2.65121 3.30381 -0.84155  0.74
N 2.52484 2.20372 -1.50970  -0.85
O 3.67373 3.86644 -0.71396  -0.69
H 0.83297 3.02288 -0.30952  0.41
H 1.56230 4.60522 0.17784  0.40
H 3.19843 1.94354 -2.21587  0.39
H 1.67924 1.65460 -1.45019  0.41
N -4.84380 -2.89262 -1.11838  -0.81
C -3.58957 -2.60807 -1.08923  0.77
N -2.91911 -3.21769 -2.08790  -0.84
O -3.19283 -1.78874 -0.32310  -0.70
H -5.40598 -2.39421 -0.44337  0.42
H -5.23771 -3.49436 -1.82750  0.39
H -3.43093 -3.61267 -2.86387  0.40
H -1.95589 -2.92041 -2.15064  0.40